No. 1
Here is a structure of composition C43H61BBeF4N5O6 from OMol25. Energies are from wB97M-V/def2-TZVPD.

```
! RIJCOSX wB97M-V def2-TZVPD def2/J DEFGRID3
* xyz 1 1
Be 5.068 1.505 -1.012
B 0.297 0.451 -0.589
F -0.384 1.558 -0.944
F 1.200 0.213 -1.613
F 1.026 0.630 0.550
F -0.533 -0.659 -0.390
N 4.182 5.507 2.290
C 3.071 6.266 2.429
C 2.774 7.133 3.439
C 3.712 7.355 4.417
C 4.982 6.713 4.246
C 5.158 5.823 3.194
H 2.303 6.149 1.678
H 1.758 7.500 3.443
H 3.495 8.027 5.234
H 5.721 6.883 5.014
H 6.092 5.280 3.205
N -1.519 1.196 -9.157
C -1.528 0.503 -7.959
C -2.233 0.902 -6.828
C -3.091 2.010 -6.927
C -3.161 2.669 -8.164
C -2.349 2.230 -9.212
H -0.869 -0.344 -7.837
H -2.200 0.436 -5.855
H -3.561 2.371 -6.024
H -3.884 3.446 -8.363
H -2.509 2.653 -10.193
N 1.063 -3.300 8.117
C 0.735 -3.601 9.375
C -0.560 -3.399 9.837
C -1.493 -2.791 8.988
C -1.184 -2.523 7.656
C 0.125 -2.735 7.275
H 1.523 -4.133 9.887
H -0.798 -3.666 10.856
H -2.510 -2.571 9.277
H -1.931 -2.217 6.939
H 0.499 -2.544 6.281
N 0.233 -6.482 -5.816
C -0.954 -6.243 -5.285
C -2.085 -6.942 -5.756
C -1.944 -7.906 -6.736
C -0.628 -8.233 -7.214
C 0.401 -7.446 -6.739
H -0.929 -5.411 -4.596
H -3.099 -6.756 -5.434
H -2.803 -8.417 -7.145
H -0.577 -8.920 -8.046
H 1.418 -7.452 -7.101
N 4.000 4.745 -5.079
C 2.875 4.951 -5.781
C 2.795 5.902 -6.828
C 3.934 6.615 -7.212
C 5.101 6.440 -6.466
C 5.133 5.487 -5.436
H 2.106 4.236 -5.530
H 1.832 6.043 -7.296
H 3.858 7.239 -8.091
H 5.964 7.044 -6.706
H 6.044 5.241 -4.910
C 5.258 -5.709 -2.247
C 4.488 -4.860 -1.208
O 4.875 -3.738 -0.948
C 3.315 -5.540 -0.477
H 5.992 -6.333 -1.738
H 5.670 -5.056 -3.017
H 4.684 -6.509 -2.714
H 2.854 -6.277 -1.134
H 2.588 -4.753 -0.272
H 3.711 -6.004 0.427
C 7.100 -2.489 4.728
C 7.366 -0.968 4.558
O 6.642 -0.276 3.811
C 8.463 -0.293 5.346
H 7.734 -2.938 3.963
H 6.082 -2.712 4.410
H 7.199 -2.918 5.725
H 8.173 0.063 6.334
H 8.821 0.589 4.815
H 9.213 -1.080 5.432
C -3.218 6.917 -0.918
C -2.510 7.923 -1.858
O -1.700 8.693 -1.428
C -2.812 7.825 -3.375
H -3.403 7.346 0.067
H -2.769 5.961 -0.649
H -4.145 6.630 -1.415
H -2.072 8.461 -3.862
H -3.791 8.161 -3.718
H -2.617 6.813 -3.727
C -3.031 -6.303 2.841
C -4.149 -7.043 3.509
O -4.078 -7.193 4.726
C -5.340 -7.465 2.737
H -3.361 -5.345 2.441
H -2.544 -7.030 2.190
H -2.249 -6.085 3.568
H -5.294 -7.231 1.673
H -6.259 -7.148 3.228
H -5.288 -8.544 2.882
C -6.129 -2.722 -1.582
C -6.868 -1.881 -0.556
O -7.841 -2.315 0.087
C -6.285 -0.513 -0.281
H -5.855 -2.068 -2.410
H -6.782 -3.467 -2.036
H -5.241 -3.158 -1.123
H -6.754 0.375 -0.706
H -5.313 -0.473 -0.773
H -6.193 -0.393 0.798
C -4.444 3.754 7.155
C -4.168 3.602 5.638
O -5.110 3.836 4.832
C -2.841 3.101 5.184
H -5.397 4.247 7.344
H -3.607 4.288 7.604
H -4.505 2.733 7.532
H -2.254 3.913 4.756
H -2.883 2.284 4.464
H -2.289 2.648 6.008
*
```

Properties
- Kohn-Sham gap (eV) = 1.1
- HOMO level (eV) = -10.787
- energy relative to the best compared isomer or geometry (same formula, charge and spin) (kcal/mol) = 276.0
- molar mass (g mol⁻¹) = 839.81

***

No. 2
Here is a cluster of 4 separate species, C4H14O2S2 in total from OMol25. Energies are from wB97M-V/def2-TZVPD.

```
! RIJCOSX wB97M-V def2-TZVPD def2/J DEFGRID3
* xyz 0 1
C 0.959 -1.380 1.553
C -0.531 -1.385 0.974
C 1.999 -0.786 0.663
S 1.849 1.076 0.699
S -0.102 -0.492 -2.105
C 0.409 1.183 -2.046
H 1.072 -0.994 2.521
H 1.239 -2.471 1.620
H -1.406 -1.618 1.666
H -0.788 -0.436 0.430
H -0.544 -2.315 0.396
H 2.999 -1.030 1.073
H 1.866 -1.172 -0.354
H 0.070 1.598 -2.961
H 0.035 1.746 -1.203
H 1.465 1.353 -2.173
H -2.193 -0.195 -1.620
H -2.802 0.906 -0.940
O -2.962 -0.031 -0.998
H -0.232 1.631 0.987
H -1.261 2.816 1.165
O -1.140 1.993 0.652
*
```

Properties
- Kohn-Sham gap (eV) = 4.4
- HOMO level (eV) = -8.505
- energy relative to the best compared isomer or geometry (same formula, charge and spin) (kcal/mol) = 120.1
- molar mass (g mol⁻¹) = 158.29

***

No. 3
Here is a cluster of 2 separate species, C2H8N3O2 in total from OMol25. Energies are from wB97M-V/def2-TZVPD.

```
! RIJCOSX wB97M-V def2-TZVPD def2/J DEFGRID3
* xyz 1 1
C -0.557 1.240 -0.126
C 1.250 -0.116 -1.022
N 0.530 0.306 0.081
N -0.668 -1.237 1.834
N -0.315 -1.329 0.653
O -1.209 -2.209 2.679
O -0.126 -2.298 -0.077
H -1.350 0.741 -0.645
H -1.049 1.665 0.860
H -0.187 2.082 -0.551
H 0.945 0.292 -1.957
H 2.232 0.084 -0.879
H 0.990 -1.123 -1.205
H -0.636 -0.202 2.193
H -0.902 -3.138 2.569
*
```

Properties
- Kohn-Sham gap (alpha / beta) (eV) = 9.1 / 9.1
- HOMO level (alpha / beta) (eV) = -14.952 / -14.954
- energy relative to the best compared isomer or geometry (same formula, charge and spin) (kcal/mol) = 217.5
- molar mass (g mol⁻¹) = 106.10

***

No. 4
Here is the molecule C16H18N6O5S from OMol25. Energies are from wB97M-V/def2-TZVPD.

```
! RIJCOSX wB97M-V def2-TZVPD def2/J DEFGRID3
* xyz 0 1
C -3.154 -1.430 2.690
C -2.492 -0.294 1.921
C -1.020 -0.584 1.639
C -0.840 -1.643 0.577
O -1.682 -2.041 -0.180
O 0.428 -2.092 0.583
C 0.784 -3.075 -0.383
C 1.361 -2.427 -1.652
N 2.547 -1.672 -1.355
C 2.609 -0.423 -0.875
C 1.454 0.418 -0.940
C 1.420 1.698 -0.481
S 0.027 2.756 -0.507
C -1.296 1.768 -1.110
N -1.241 0.703 -1.874
C -2.528 0.329 -2.076
C -3.369 1.190 -1.433
N -2.575 2.113 -0.811
C -3.011 3.234 -0.029
C 2.616 2.233 0.067
N 2.901 3.408 0.574
O 4.183 3.356 0.924
N 4.749 2.175 0.661
C 3.812 1.426 0.122
C 3.818 0.086 -0.343
N 4.996 -0.663 -0.208
O 5.003 -1.834 -0.612
O 5.963 -0.147 0.309
H -2.652 -1.595 3.641
H -3.112 -2.348 2.110
H -4.197 -1.197 2.887
H -2.568 0.632 2.496
H -3.009 -0.156 0.970
H -0.500 -0.910 2.541
H -0.511 0.314 1.279
H -0.100 -3.667 -0.642
H 1.537 -3.703 0.099
H 0.598 -1.800 -2.118
H 1.633 -3.220 -2.351
H 3.418 -2.198 -1.226
H 0.554 0.028 -1.388
H -2.754 -0.541 -2.657
H -4.436 1.223 -1.366
H -3.995 3.023 0.387
H -3.068 4.136 -0.643
H -2.304 3.413 0.782
*
```

Properties
- Kohn-Sham gap (eV) = 7.6
- HOMO level (eV) = -8.542
- energy relative to the best compared isomer or geometry (same formula, charge and spin) (kcal/mol) = 0.0
- molar mass (g mol⁻¹) = 406.42